## one
Here is 2 unconnected molecules or ions with the total composition C2H3NO2 from OMol25. Energies are from ωB97M-V/def2-TZVPD.

Last columns: bonded neighbours and bond lengths (Å).
Atoms and positions in Å:
1 C -0.7256 0.7826 0.8957  O4 1.293, H6 1.126
2 C 1.0136 -1.1499 -0.7731  N3 1.198, O5 1.136
3 N 1.5355 -1.1004 0.3044  C2 1.198, H8 1.002
4 O -1.1884 1.2926 -0.1986  C1 1.293, H7 1.073
5 O 0.5792 -1.1519 -1.8228  C2 1.136
6 H -1.7044 0.3677 1.2658  C1 1.126
7 H -0.5015 1.8636 -0.7937  O4 1.073
8 H 0.9915 -0.9044 1.1223  N3 1.002

Summary:
HOMO level	-0.3389	Eh
Kohn-Sham gap	9.614	eV

=====

## two
Here is C2H3NO2 in the gas phase from OMol25. Energies are from ωB97M-V/def2-TZVPD.

Last columns: bonded neighbours and bond lengths (Å).
Atoms and positions in Å:
1 C -0.8046 0.5442 -0.2682  C2 1.462, O4 1.174
2 C 0.6487 0.4125 -0.3595  C1 1.462, O5 1.419, H6 1.194, H7 1.170
3 N -0.1450 -0.9457 1.2465  O5 1.453, H8 1.065
4 O -1.7874 0.9113 -0.7954  C1 1.174
5 O 0.8005 -0.9060 0.1439  C2 1.419, N3 1.453
6 H 1.1763 0.4839 -1.4284  C2 1.194
7 H 0.8757 1.2974 0.3709  C2 1.170
8 H -0.7642 -1.7977 1.0903  N3 1.065

Summary:
HOMO level (alpha / beta)	-0.3229 / -0.3140	Eh
Kohn-Sham gap (alpha / beta)	8.718 / 8.462	eV

=====

It is one that is most stable; the runner-up trails by 0.0718 hartree.

=====

## one
Here is 2 unconnected molecules or ions with the total composition C2H3NO2 from OMol25. Energies are from ωB97M-V/def2-TZVPD.

Last columns: bonded neighbours and bond lengths (Å).
Atoms and positions in Å:
1 C -1.9148 0.2132 -0.2891  O4 1.153, H6 1.062
2 C 0.7457 0.3253 0.5807  N3 1.454, O5 1.336, H7 1.112
3 N 1.1307 -0.8253 -0.2202  C2 1.454, O5 1.391, H8 1.019
4 O -2.5099 -0.7724 -0.3548  C1 1.153
5 O 1.3161 0.4958 -0.6151  C2 1.336, N3 1.391
6 H -1.9576 1.2034 -0.6700  C1 1.062
7 H 1.1338 0.5655 1.5945  C2 1.112
8 H 2.0559 -1.2054 -0.0260  N3 1.019

Summary:
HOMO level (alpha / beta)	-0.2833 / -0.3154	Eh
Kohn-Sham gap (alpha / beta)	8.038 / 9.370	eV

=====

## two
Here is C2H3NO2 in the gas phase from OMol25. Energies are from ωB97M-V/def2-TZVPD.

Last columns: bonded neighbours and bond lengths (Å).
Atoms and positions in Å:
1 O 0.4982 -2.1322 0.7561  C2 1.206
2 C 0.5259 -1.1155 0.1077  O1 1.206, N3 1.396, H6 1.101
3 N -0.4051 -0.0886 0.2711  C2 1.396, C4 1.385, H7 1.013
4 C -0.2817 1.1545 -0.3261  N3 1.385, O5 1.208, H8 1.107
5 O 0.6134 1.4619 -1.0760  C4 1.208
6 H 1.2747 -0.9024 -0.6703  C2 1.101
7 H -1.1344 -0.2241 0.9612  N3 1.013
8 H -1.0909 1.8465 -0.0238  C4 1.107

Summary:
HOMO level	-0.3837	Eh
Kohn-Sham gap	11.085	eV
SMILES	O=CNC=O

=====

## three
Here is 2 unconnected molecules or ions with the total composition C2H3NO2 from OMol25. Energies are from ωB97M-V/def2-TZVPD.

Last columns: bonded neighbours and bond lengths (Å).
Atoms and positions in Å:
1 O 0.7052 -0.6534 0.6347  C2 1.178
2 C -0.4031 -0.8487 0.9829  O1 1.178, O3 1.310, H4 1.057
3 O -1.3663 0.0351 0.8959  C2 1.310, H5 0.962
4 H -0.9376 -1.7274 1.2269  C2 1.057
5 H -1.0391 0.8901 0.6008  O3 0.962
6 C 1.0227 0.7524 -1.4423  N7 1.134, H8 1.082
7 N 0.4400 1.7172 -1.3182  C6 1.134
8 H 1.5783 -0.1654 -1.5806  C6 1.082

Summary:
HOMO level	-0.4089	Eh
Kohn-Sham gap	12.050	eV
SMILES	O=CO.C#N

=====

It is two that is most stable; the runner-up trails by 0.0392 hartree.